No. 1
{"formula": "C18H38BeFN2O2", "method": "wB97M-V/def2-TZVPD", "charge": 1, "mol_weight_da": 342.52, "homo_energy_ev": -10.46, "multiplicity": 1, "symbols": ["Be", "F", "C", "C", "C", "C", "C", "C", "N", "O", "C", "C", "C", "H", "H", "H", "H", "H", "H", "H", "H", "H", "H", "H", "H", "H", "H", "H", "H", "H", "H", "H", "C", "C", "C", "C", "C", "C", "N", "O", "C", "C", "C", "H", "H", "H", "H", "H", "H", "H", "H", "H", "H", "H", "H", "H", "H", "H", "H", "H", "H", "H"], "positions_angstrom": [[-2.14570, 0.72643, -3.85918], [-0.24510, 1.23431, -1.17121], [2.41666, 6.40273, 0.77940], [3.23095, 5.21585, 0.35335], [4.70059, 5.79098, 0.59373], [5.84875, 4.78577, 0.65325], [5.46778, 3.88101, 1.77770], [4.10921, 3.13609, 1.68417], [3.04271, 4.03398, 1.27699], [1.74885, 3.60857, 1.49897], [4.09657, 2.10352, 0.62664], [3.84258, 2.58845, 3.04825], [3.04829, 4.83113, -1.09872], [1.37820, 6.18710, 0.52800], [2.72079, 7.32830, 0.29061], [2.52715, 6.69035, 1.82495], [4.96002, 6.45149, -0.23363], [4.78939, 6.46530, 1.44549], [6.75365, 5.34263, 0.89650], [6.08248, 4.18798, -0.22773], [5.61419, 4.30350, 2.77176], [6.16089, 3.04029, 1.80744], [3.13871, 1.59774, 0.74826], [4.21307, 2.49327, -0.38460], [4.80932, 1.28682, 0.74107], [2.87129, 2.09602, 3.09524], [4.51450, 1.75250, 3.24269], [3.84073, 3.37816, 3.79955], [3.77553, 4.06522, -1.36818], [3.24889, 5.62414, -1.81914], [2.04916, 4.41887, -1.23969], [1.63504, 2.91471, 0.84537], [-1.91182, -4.58910, -2.61159], [-3.32650, -4.53955, -1.92384], [-3.67009, -5.95296, -1.45981], [-4.66871, -6.12102, -0.30976], [-4.20200, -5.21052, 0.80894], [-4.08478, -3.69374, 0.35376], [-3.10141, -3.62665, -0.76217], [-2.91335, -2.38383, -1.19859], [-5.41122, -3.09304, 0.08523], [-3.47764, -2.92896, 1.51219], [-4.44119, -3.99517, -2.89882], [-1.40422, -3.68739, -2.95418], [-1.75059, -5.30838, -3.41454], [-1.21151, -5.05249, -1.91665], [-4.11252, -6.48703, -2.30071], [-2.72836, -6.47035, -1.27663], [-4.72818, -7.16304, 0.00449], [-5.64868, -5.84755, -0.70087], [-3.20139, -5.54298, 1.08530], [-4.79951, -5.24975, 1.71973], [-5.34504, -2.07170, -0.28972], [-5.88362, -3.64149, -0.72972], [-6.02565, -3.19752, 0.97947], [-3.66109, -1.85677, 1.44247], [-3.96252, -3.24763, 2.43493], [-2.40069, -3.08389, 1.57763], [-4.24671, -2.98305, -3.25362], [-5.44789, -4.20453, -2.53714], [-4.26847, -4.56837, -3.80971], [-2.20977, -2.16459, -0.58337]], "atomic_forces_ev_per_a": [[0.6, 0.1, 0.9], [-0.4, -0.1, -0.6], [-1.7, 0.3, 0.1], [2.9, 1.0, 1.7], [0.7, -0.4, -1.7], [-0.7, 0.3, 0.8], [0.8, -1.8, 0.5], [0.9, 2.0, 0.3], [-0.5, 1.9, -0.2], [1.2, 1.0, -0.2], [-0.2, -2.0, -1.0], [-1.1, -1.1, 0.5], [0.0, -0.9, -0.4], [-0.2, 0.4, 0.3], [0.1, -0.3, -0.6], [-0.2, -0.7, 0.2], [-0.6, 0.2, -0.3], [-0.5, -0.4, 0.4], [0.1, -0.1, 0.0], [-0.4, 0.3, -0.4], [-0.4, 0.5, -0.1], [0.2, -0.2, 0.0], [-0.2, -0.2, -0.6], [-0.1, -0.1, 0.2], [0.4, 0.2, 0.3], [-0.2, 0.2, -0.1], [0.5, 0.4, 0.3], [0.3, -0.2, 0.1], [-0.1, -0.1, 0.0], [-0.3, 0.4, 0.4], [-0.1, 0.1, -0.2], [-0.8, -0.9, -0.6], [0.6, -0.9, 0.1], [0.6, 1.0, -0.6], [-0.1, -0.8, -0.4], [0.4, 0.8, -0.3], [0.2, 0.9, -0.4], [1.4, -1.4, 1.2], [-2.4, -3.7, -0.1], [0.9, 2.0, -0.2], [-1.1, -0.2, -1.4], [0.2, 0.4, 0.5], [1.4, -0.8, -0.3], [-0.7, 0.4, 0.2], [-1.0, 0.0, -0.5], [0.0, 0.3, 0.6], [0.2, 0.1, -0.4], [0.0, -0.1, 0.4], [0.1, 0.0, 0.0], [-0.2, 0.0, 0.3], [0.2, 0.1, 0.2], [-0.2, 0.0, -0.1], [0.0, 0.1, 0.4], [-0.4, 0.0, 0.3], [0.0, 0.3, -0.1], [0.0, 0.1, -0.2], [0.2, 0.0, 0.1], [0.0, -0.2, 0.2], [-0.3, 0.2, 0.6], [0.2, 0.4, -0.1], [-0.3, -0.3, 0.0], [0.4, 1.4, -0.1]]}

---

No. 2
{"formula": "C18H38BrIN6O2P", "method": "wB97M-V/def2-TZVPD", "charge": 1, "mol_weight_da": 608.32, "homo_energy_ev": -10.32, "multiplicity": 1, "symbols": ["C", "C", "O", "N", "C", "C", "C", "C", "C", "C", "N", "C", "N", "C", "C", "C", "I", "N", "P", "O", "Br", "N", "H", "H", "H", "H", "H", "H", "H", "H", "H", "H", "H", "H", "H", "H", "H", "H", "H", "H", "H", "H", "H", "H", "H", "C", "C", "N", "C", "C", "C", "C", "H", "H", "H", "H", "H", "H", "H", "H", "H", "H", "H", "H", "H", "H", "H"], "positions_angstrom": [[2.93033, -2.18124, 3.35741], [4.17474, -1.37915, 2.94939], [5.14780, -1.98195, 2.61148], [4.22900, 0.07532, 2.92240], [3.28892, 0.55568, 3.94643], [3.82409, 0.45819, 1.53820], [3.36058, 1.93961, 1.36552], [1.84868, 2.06389, 0.97571], [0.88411, 2.43419, 2.16193], [-0.46117, 1.73842, 1.89713], [-0.61375, 0.41027, 1.80233], [-1.97736, 0.29081, 1.51389], [-2.54158, -0.87881, 1.29941], [-1.80633, -2.15428, 1.31501], [-1.86279, -2.89720, 2.69276], [-0.41962, -3.18784, 3.23780], [-0.25661, -5.15166, 4.11595], [-2.55556, 1.50402, 1.49212], [-4.25564, 1.89600, 1.15499], [-4.29749, 3.53768, 1.35207], [-4.53231, 1.54094, -1.04113], [-1.59722, 2.44131, 1.73712], [2.85407, -2.30693, 4.45815], [2.00050, -1.65156, 3.05944], [2.90481, -3.19476, 2.92556], [3.49158, 0.11274, 4.94128], [2.21575, 0.35001, 3.70651], [3.36721, 1.65131, 4.10200], [3.09092, -0.28552, 1.14151], [4.72970, 0.32544, 0.91224], [3.92452, 2.33222, 0.49468], [3.64837, 2.59061, 2.21100], [1.50624, 1.09291, 0.56826], [1.68183, 2.82492, 0.18663], [0.64309, 3.51919, 2.15858], [1.27662, 2.20619, 3.16464], [-3.52708, -0.89905, 1.06249], [-2.31521, -2.80356, 0.57548], [-0.77122, -2.04299, 0.95036], [-2.36417, -3.87420, 2.55458], [-2.45274, -2.32992, 3.43445], [-0.18806, -2.40877, 3.98858], [0.34045, -3.10531, 2.44406], [-3.67008, 3.97482, 0.74509], [-1.66523, 3.44771, 1.79970], [-0.29155, -0.59072, -2.05619], [-0.02179, -0.05734, -3.45826], [-0.74921, -0.76189, -4.49799], [-0.28604, -0.44439, -5.84358], [-0.46745, 0.99173, -6.34115], [-2.19078, -0.82679, -4.33061], [-2.95769, 0.49436, -4.22037], [-0.09016, -1.66249, -1.99750], [0.35999, -0.08650, -1.33711], [-1.32395, -0.41145, -1.74113], [1.04917, -0.17159, -3.64738], [-0.22812, 1.02417, -3.47081], [-0.76173, -1.12665, -6.55336], [0.78007, -0.68833, -5.89361], [-1.50374, 1.20512, -6.60069], [0.12237, 1.14009, -7.24852], [-0.12992, 1.73070, -5.61247], [-2.40133, -1.41480, -3.43068], [-2.62071, -1.42053, -5.14096], [-2.46429, 1.20995, -3.55921], [-3.95317, 0.30373, -3.80972], [-3.10271, 0.96394, -5.19191]], "atomic_forces_ev_per_a": [[-1.0, 0.6, 0.4], [0.7, -0.6, 0.1], [0.5, -0.3, -0.4], [-1.8, -0.6, 0.7], [-0.6, 0.8, 0.4], [0.9, 0.2, -0.2], [-0.2, -0.2, -1.0], [-0.1, 0.1, 0.6], [-1.1, 0.2, -0.8], [1.8, -0.2, 0.9], [-2.0, 1.6, -0.4], [2.7, -0.4, 0.6], [-0.4, 0.2, -0.3], [-0.5, -1.0, 0.0], [0.7, -0.6, -0.2], [-0.6, 0.9, 0.0], [0.1, 0.6, -0.1], [-2.1, 1.1, -0.7], [-1.7, 0.3, 0.6], [1.4, -1.5, -0.7], [0.6, 0.3, 0.4], [2.2, -1.1, 0.0], [0.2, 0.2, -0.6], [0.5, -0.3, 0.1], [0.5, 0.6, 0.0], [0.1, 0.1, -0.7], [0.6, 0.0, 0.1], [0.2, -0.6, -0.2], [0.0, 0.7, 0.2], [-0.5, -0.1, 0.4], [-0.2, -0.2, 0.5], [-0.2, -0.4, -0.3], [0.3, 0.5, 0.1], [0.3, -0.4, 0.4], [0.4, -0.5, 0.0], [-0.2, -0.2, -0.5], [0.2, -0.1, 0.1], [0.3, 0.5, 0.3], [-0.5, 0.4, 0.3], [0.1, 0.6, 0.0], [0.3, -0.2, -0.4], [0.1, -0.7, -0.2], [-0.4, -0.3, 0.3], [-0.5, 0.3, 0.0], [-0.7, -0.2, 0.0], [-0.1, 0.0, 0.1], [-0.1, 0.0, 0.1], [0.1, -0.1, -0.2], [0.2, 0.0, -0.1], [0.0, 0.0, -0.1], [-0.1, -0.1, 0.3], [-0.2, 0.0, -0.1], [-0.1, 0.0, -0.1], [0.0, 0.0, 0.0], [0.0, 0.0, 0.0], [-0.1, 0.0, -0.2], [0.1, 0.1, 0.1], [-0.1, 0.0, 0.1], [0.0, 0.0, 0.1], [0.0, 0.0, 0.1], [0.0, 0.0, 0.0], [0.0, 0.0, 0.0], [0.1, 0.0, 0.0], [0.2, 0.1, -0.1], [0.0, 0.0, 0.0], [0.0, 0.0, 0.0], [0.1, 0.1, 0.1]]}

---

No. 3
{"formula": "C18H38Cl2O7Si2", "method": "wB97M-V/def2-TZVPD", "mol_weight_da": 493.57, "homo_energy_ev": -8.77, "multiplicity": 1, "symbols": ["C", "C", "Si", "Cl", "C", "C", "C", "O", "O", "O", "Si", "C", "C", "C", "C", "O", "C", "C", "C", "Cl", "H", "H", "H", "H", "H", "H", "H", "H", "H", "H", "H", "H", "H", "H", "H", "H", "H", "H", "H", "H", "H", "H", "H", "H", "C", "O", "C", "C", "O", "C", "C", "O", "C", "H", "H", "H", "H", "H", "H", "H", "H", "H", "H", "H", "H", "H", "H"], "positions_angstrom": [[0.84204, 1.05510, 2.19768], [-0.00710, 0.87865, 0.95945], [-0.39563, -0.93413, 0.39429], [0.64436, -2.23660, 1.73766], [0.38918, -1.20015, -1.38244], [0.97957, -2.71193, -1.61259], [2.54431, -2.84978, -1.07204], [2.96336, -4.00263, -0.49336], [3.45767, -1.69963, -1.17418], [-2.11339, -1.27113, 0.21063], [-2.64263, -2.32630, 1.56022], [-4.57472, -2.18256, 1.59638], [-5.09128, -2.44231, 0.02764], [-6.70967, -2.67866, -0.09240], [-7.45460, -1.28635, 0.44673], [-7.87728, -1.55365, 1.83076], [-2.16791, -4.11515, 1.05028], [-1.57840, -5.06607, 2.24269], [-0.07194, -5.61075, 1.79893], [-1.65496, -4.35314, 3.94861], [1.86966, 0.45455, 2.24519], [0.51695, 1.72598, 3.10928], [-0.38942, 1.82374, 0.34512], [-0.47238, -1.03292, -2.18328], [1.23265, -0.39251, -1.58521], [1.01483, -3.00337, -2.76077], [0.30931, -3.49501, -1.05791], [4.31990, -1.85315, -0.68444], [-1.97448, -1.80700, 2.74359], [-4.95737, -1.10807, 1.94182], [-5.06258, -3.01702, 2.27984], [-4.56686, -3.37055, -0.46466], [-4.80106, -1.45741, -0.58068], [-6.94799, -2.85762, -1.24746], [-7.10716, -3.62582, 0.49721], [-8.36306, -1.02803, -0.24752], [-6.62304, -0.44088, 0.39360], [-7.40667, -0.89047, 2.42508], [-3.16307, -4.62756, 0.63967], [-1.44547, -4.05326, 0.10832], [-2.26085, -6.04554, 2.25898], [0.65527, -5.68697, 2.71735], [-0.20321, -6.71449, 1.36283], [0.39558, -4.98439, 0.90314], [4.20853, 1.50920, -1.69439], [3.60052, 2.71250, -1.25979], [3.81866, 2.96453, 0.13080], [3.74495, 4.46496, 0.42269], [4.92354, 5.17970, 0.02492], [5.10752, 5.35231, -1.38752], [4.13124, 6.35230, -2.00897], [2.84432, 5.76065, -2.18029], [1.80265, 6.72193, -2.19384], [3.74692, 0.65033, -1.19967], [4.05659, 1.41869, -2.77123], [5.28527, 1.52479, -1.49966], [4.79719, 2.58055, 0.44490], [3.03304, 2.44256, 0.68629], [3.68066, 4.59418, 1.50761], [2.84733, 4.92211, 0.00119], [5.09444, 4.39234, -1.90582], [6.11929, 5.75471, -1.50033], [4.48998, 6.65619, -2.99727], [4.06487, 7.23990, -1.36495], [1.80786, 7.31067, -1.27138], [0.84604, 6.19207, -2.25435], [1.89816, 7.37778, -3.06297]], "atomic_forces_ev_per_a": [[-1.7, -0.6, -2.7], [2.4, 1.0, 2.8], [0.0, 0.9, -1.9], [-0.7, 0.8, -0.8], [0.1, -0.3, -1.2], [1.0, 0.6, -0.4], [2.4, -4.8, 3.3], [-2.4, 7.4, -3.7], [-2.0, -2.7, 0.5], [2.6, -0.8, 2.5], [-1.2, 0.6, -1.9], [-1.2, -0.2, -0.7], [-0.4, 0.2, 0.1], [0.1, 0.8, -0.6], [1.0, -1.2, -0.7], [1.2, 2.0, -0.3], [-0.5, -1.1, -0.5], [0.2, -2.1, -2.3], [-0.1, -0.7, -0.2], [0.1, -0.5, -1.3], [-3.0, 0.6, 0.6], [1.3, -0.5, -2.5], [-0.2, -2.0, 2.2], [1.8, -0.3, 1.7], [-1.8, -1.7, 0.4], [0.0, 0.7, 2.4], [1.7, 1.3, -1.0], [-1.6, -0.5, -0.7], [0.0, 0.1, 0.2], [0.9, -2.4, -0.6], [1.0, 1.8, -1.2], [-0.8, 1.9, 1.0], [-0.6, -2.3, 1.1], [0.4, 0.4, 2.5], [0.9, 2.1, -1.0], [1.6, -0.4, 1.6], [-2.0, -1.6, 0.1], [-1.0, -1.3, -1.2], [2.1, 1.1, 0.9], [-1.4, -0.3, 2.2], [1.5, 2.4, 0.4], [-1.4, 0.3, -1.9], [0.2, 2.4, 1.0], [-0.9, -1.2, 2.3], [-0.3, 0.2, 0.1], [0.4, 0.1, 0.1], [-0.3, 0.4, -0.5], [0.4, -0.2, 0.0], [-0.3, -0.2, -0.3], [-0.1, 0.3, 0.2], [-0.2, -0.5, 0.0], [-0.1, 0.2, 0.3], [0.1, -0.4, -0.1], [0.1, -0.1, 0.0], [-0.1, 0.1, 0.1], [0.1, -0.1, 0.1], [0.0, 0.1, 0.0], [0.0, 0.0, 0.2], [0.2, -0.1, -0.1], [0.1, -0.2, -0.2], [-0.3, 0.1, 0.0], [-0.1, 0.1, 0.1], [0.2, 0.1, 0.0], [0.0, -0.1, 0.0], [0.0, 0.1, 0.0], [0.3, 0.0, 0.0], [-0.1, 0.2, 0.0]]}